Model i:
The following is a DFT calculation (ωB97M-V/def2-TZVPD) of a 2-piece molecular cluster, C16H17NO overall.

HOMO, eV: -7.66
LUMO level, Ha: 0.0305
Frontier orbital gap, eV: 8.49

Geometry as ORCA input:
```
! wB97M-V def2-TZVPD RIJCOSX def2/J DEFGRID3
* xyz 0 1
C -1.820 -3.557 4.521
C -0.815 -2.938 3.620
C 0.485 -3.295 3.411
N 1.105 -2.391 2.609
C 0.161 -1.494 2.104
C 0.290 -0.428 1.222
C -0.924 0.262 0.889
C -2.242 -0.240 1.290
C -2.276 -1.271 2.189
C -1.054 -1.855 2.731
H -1.311 -4.422 5.134
H -2.570 -3.890 3.921
H -2.103 -2.764 5.283
H 1.044 -3.974 4.046
H 2.015 -2.533 2.265
H 1.279 -0.098 0.866
H -0.895 1.139 0.235
H -3.137 0.028 0.853
H -3.135 -1.834 2.486
C 0.819 4.645 -2.804
C 0.734 3.162 -3.081
C -0.057 2.314 -2.399
C 0.141 0.902 -2.361
C 1.211 0.460 -3.176
O 1.532 -0.912 -3.082
C 1.943 1.341 -4.044
C 1.730 2.711 -3.981
H 1.060 5.262 -3.545
H 1.663 4.635 -2.086
H -0.063 5.118 -2.139
H -0.918 2.604 -1.737
H -0.211 0.337 -1.553
H 1.892 -1.158 -3.979
H 2.250 0.937 -4.978
H 2.176 3.197 -4.731
*
```

Charge distribution, Löwdin scheme, values in e: -0.050 -0.266 -0.078 0.072 -0.208 -0.011 -0.068 -0.078 -0.022 -0.127 0.116 0.030 0.105 0.124 0.134 0.115 0.069 0.068 0.096 -0.052 -0.299 -0.060 0.008 -0.269 -0.008 -0.020 -0.029 0.012 0.091 0.129 0.126 0.060 0.117 0.099 0.072

***

Model ii:
The following is a DFT calculation (ωB97M-V/def2-TZVPD) of a 2-piece molecular cluster, C16H17NO overall.

HOMO, eV: -7.82
LUMO level, Ha: 0.0237
Frontier orbital gap, eV: 8.46

Geometry as ORCA input:
```
! wB97M-V def2-TZVPD RIJCOSX def2/J DEFGRID3
* xyz 0 1
C 1.229 0.600 3.431
C 0.480 -0.119 2.399
C 0.765 -0.931 1.300
N -0.403 -1.431 0.768
C -1.512 -0.855 1.372
C -2.854 -1.035 1.056
C -3.787 -0.573 1.969
C -3.258 0.343 2.925
C -1.914 0.599 3.171
C -0.951 -0.125 2.442
H 0.959 0.349 4.524
H 1.023 1.686 3.367
H 2.291 0.539 3.334
H 1.700 -1.308 0.765
H -0.498 -2.021 -0.067
H -3.251 -1.733 0.322
H -4.823 -0.787 1.959
H -4.014 1.023 3.372
H -1.708 1.204 4.064
C 2.745 2.076 -0.635
C 2.051 1.154 -1.602
C 2.695 0.742 -2.776
C 2.070 -0.146 -3.629
C 0.698 -0.399 -3.494
O 0.135 -1.308 -4.378
C -0.001 0.257 -2.501
C 0.723 0.866 -1.457
H 2.029 2.744 -0.146
H 3.543 2.718 -0.978
H 3.236 1.451 0.108
H 3.720 1.049 -2.994
H 2.716 -0.664 -4.369
H 0.784 -2.053 -4.415
H -1.070 0.096 -2.436
H 0.162 1.107 -0.581
*
```

Charge distribution, Löwdin scheme, values in e: -0.072 -0.237 -0.064 0.051 -0.213 -0.034 -0.084 -0.111 -0.032 -0.163 0.113 0.085 0.057 0.147 0.161 0.108 0.086 0.103 0.111 -0.051 -0.291 -0.048 -0.037 -0.328 0.010 -0.006 -0.061 0.081 0.071 0.073 0.116 0.124 0.119 0.115 0.104

***

Which one sits at the bottom of the stability order? model i does.

***

Model i:
The following is a DFT calculation (ωB97M-V/def2-TZVPD) of C3H6S2 as an isolated structure.

HOMO, eV: -9.09
LUMO level, Ha: -0.0003
Frontier orbital gap, eV: 9.08

Geometry as ORCA input:
```
! wB97M-V def2-TZVPD RIJCOSX def2/J DEFGRID3
* xyz 0 1
C -0.575 -0.144 -0.591
C -0.144 1.116 -0.160
C 0.568 -0.051 0.404
H -1.846 -1.880 1.018
H -0.356 -0.488 -1.620
H 0.270 1.974 -0.910
H -0.880 1.451 0.640
H 0.364 -0.483 1.501
H 2.945 0.080 0.233
S -2.358 -0.721 -0.214
S 2.011 -0.855 -0.302
*
```

Charge distribution, Löwdin scheme, values in e: -0.761 -0.262 -0.694 0.047 0.084 0.171 0.117 0.136 -0.093 0.555 0.700

***

Model ii:
The following is a DFT calculation (ωB97M-V/def2-TZVPD) of one molecule with the formula C3H6S2.

HOMO, eV: -8.73
LUMO level, Ha: -0.0096
Frontier orbital gap, eV: 8.47

Geometry as ORCA input:
```
! wB97M-V def2-TZVPD RIJCOSX def2/J DEFGRID3
* xyz 0 1
C 1.799 -1.024 0.105
S 0.992 0.442 -0.501
C -0.691 0.023 -0.176
C -1.465 1.281 0.022
S -1.395 -1.442 -0.320
H 1.321 -1.368 0.929
H 1.631 -1.883 -0.549
H 2.865 -0.888 0.269
H -0.927 2.031 0.626
H -1.723 1.780 -0.903
H -2.407 1.049 0.497
*
```

Charge distribution, Löwdin scheme, values in e: -0.426 0.852 -1.158 -0.226 0.678 -0.017 0.036 0.046 0.073 0.080 0.063

***

Which one sits at the bottom of the stability order? model i does.

***

Model i:
The following is a DFT calculation (ωB97M-V/def2-TZVPD) of one molecule with the formula C3H6S2.

HOMO, eV: -8.96
LUMO level, Ha: -0.0154
Frontier orbital gap, eV: 8.54

Geometry as ORCA input:
```
! wB97M-V def2-TZVPD RIJCOSX def2/J DEFGRID3
* xyz 0 1
C 0.926 -0.844 -0.514
C -0.361 -0.126 -0.244
S -0.514 1.411 -1.318
C -0.802 0.279 1.133
S 0.133 0.363 2.444
H 1.742 -0.291 -0.059
H 1.113 -1.034 -1.589
H 0.938 -1.832 -0.084
H -1.202 -0.725 -0.599
H -0.127 2.253 -0.353
H -1.847 0.546 1.183
*
```

Charge distribution, Löwdin scheme, values in e: -0.164 -0.763 0.733 -0.729 0.703 0.066 0.085 0.072 0.092 -0.142 0.047

***

Model ii:
The following is a DFT calculation (ωB97M-V/def2-TZVPD) of one molecule with the formula C3H6S2.

HOMO, eV: -9.08
LUMO level, Ha: 0.0154
Frontier orbital gap, eV: 9.49

Geometry as ORCA input:
```
! wB97M-V def2-TZVPD RIJCOSX def2/J DEFGRID3
* xyz 0 1
S 2.256 -0.052 -0.075
C 0.609 -0.628 0.545
C -0.402 -0.223 -0.397
C -1.243 0.964 0.146
S -2.127 -0.567 -0.065
H 2.670 -1.226 -1.122
H 0.448 -1.780 0.896
H 0.330 0.125 1.400
H -0.215 0.009 -1.473
H -1.566 1.732 -0.706
H -0.761 1.646 0.851
*
```

Charge distribution, Löwdin scheme, values in e: 0.595 -0.650 -0.798 -0.496 0.839 0.000 0.136 0.092 0.103 0.101 0.079

***

Which one sits at the bottom of the stability order? model ii does.

***

Model i:
The following is a DFT calculation (ωB97M-V/def2-TZVPD) of a 2-piece molecular cluster, C3H6O2P overall.

HOMO, eV: -4.31
LUMO level, Ha: 0.1564
Frontier orbital gap, eV: 8.56

Geometry as ORCA input:
```
! wB97M-V def2-TZVPD RIJCOSX def2/J DEFGRID3
* xyz -1 1
C -1.131 1.126 0.857
C 0.311 0.309 -1.136
C -0.110 0.477 0.349
O 2.483 0.915 0.739
O 2.065 -1.549 0.228
P 1.572 -0.138 0.200
H -1.228 1.144 2.000
H -1.733 1.799 0.229
H 0.132 1.189 -1.814
H 0.261 -0.772 -1.481
H -1.102 -1.974 0.072
H -1.520 -2.526 -0.243
*
```

Charge distribution, Löwdin scheme, values in e: -0.082 -0.227 -0.460 -0.410 -0.409 0.331 0.059 0.040 0.064 0.046 0.014 0.034

***

Model ii:
The following is a DFT calculation (ωB97M-V/def2-TZVPD) of an isolated ion of composition C3H6O2P and charge -1.

HOMO, eV: -4.39
LUMO level, Ha: 0.1545
Frontier orbital gap, eV: 8.59

Geometry as ORCA input:
```
! wB97M-V def2-TZVPD RIJCOSX def2/J DEFGRID3
* xyz -1 1
C 0.069 -2.070 -0.584
C -0.198 -1.061 0.244
P 0.817 0.508 0.151
C -0.663 1.663 0.179
O 1.691 0.719 1.349
O 1.579 0.636 -1.137
H -0.337 -3.009 -0.231
H 0.954 -1.945 -1.255
H -0.937 -1.045 1.081
H -0.423 2.850 0.257
H -1.038 1.450 -0.846
H -1.515 1.304 0.793
*
```

Charge distribution, Löwdin scheme, values in e: -0.096 -0.266 0.230 -0.238 -0.439 -0.431 0.024 0.058 0.064 0.077 0.011 0.006

***

Model iii:
The following is a DFT calculation (ωB97M-V/def2-TZVPD) of an isolated ion of composition C3H6O2P and charge -1.

HOMO, eV: -4.45
LUMO level, Ha: 0.1560
Frontier orbital gap, eV: 8.70

Geometry as ORCA input:
```
! wB97M-V def2-TZVPD RIJCOSX def2/J DEFGRID3
* xyz -1 1
O 2.682 -1.254 -0.002
P 2.018 0.071 -0.020
O 2.877 1.324 0.027
C 0.432 0.185 1.134
C -0.484 -0.290 0.052
C 0.417 0.149 -1.191
H 0.258 1.251 1.238
H 0.242 -0.183 2.136
H -0.493 -1.469 0.091
H -1.470 0.220 0.052
H 0.384 -0.377 -2.205
H 0.084 1.164 -1.130
*
```

Charge distribution, Löwdin scheme, values in e: -0.425 0.387 -0.456 -0.299 -0.368 -0.238 0.051 0.051 0.118 0.080 0.069 0.030

***

Which one sits at the bottom of the stability order? model i does.

***

Model i:
The following is a DFT calculation (ωB97M-V/def2-TZVPD) of one molecule with the formula CH3NSSi.

HOMO, eV: -10.58
LUMO level, Ha: 0.0033
Frontier orbital gap, eV: 10.67

Geometry as ORCA input:
```
! wB97M-V def2-TZVPD RIJCOSX def2/J DEFGRID3
* xyz 0 1
N 2.564 -1.039 -0.089
C 1.521 -0.574 -0.093
Si -0.181 0.228 0.415
S -1.966 -0.269 -0.797
H 0.241 1.587 0.775
H -0.585 -0.451 1.606
H -1.593 0.519 -1.817
*
```

Charge distribution, Löwdin scheme, values in e: 0.048 -0.382 0.340 0.367 -0.062 -0.090 -0.221

***

Model ii:
The following is a DFT calculation (ωB97M-V/def2-TZVPD) of one molecule with the formula CH3NSSi.

HOMO, eV: -10.60
LUMO level, Ha: -0.0524
Frontier orbital gap, eV: 9.18

Geometry as ORCA input:
```
! wB97M-V def2-TZVPD RIJCOSX def2/J DEFGRID3
* xyz 0 1
N 3.957 -1.056 -1.420
C 2.941 -1.424 -1.072
S 1.024 -2.114 -0.329
Si 0.099 -0.194 -0.068
H 0.394 0.617 -1.235
H 0.616 0.389 1.163
H -1.300 -0.578 0.027
*
```

Charge distribution, Löwdin scheme, values in e: 0.024 -0.441 0.413 0.302 -0.095 -0.101 -0.102

***

Which one sits at the bottom of the stability order? model ii does.

***

Model i:
The following is a DFT calculation (ωB97M-V/def2-TZVPD) of one molecule with the formula C2H4N4.

HOMO, eV: -8.51
LUMO level, Ha: 0.0154
Frontier orbital gap, eV: 8.93

Geometry as ORCA input:
```
! wB97M-V def2-TZVPD RIJCOSX def2/J DEFGRID3
* xyz 0 1
H -2.223 -1.636 -0.416
N -1.700 -0.789 -0.190
N -0.489 -1.096 -0.171
C 0.451 -0.059 0.026
N 1.839 -0.260 0.104
C -0.200 1.088 0.028
N -1.187 1.808 0.013
H 2.291 -0.282 -0.801
H 2.040 -1.124 0.594
H -0.822 2.351 0.813
*
```

Charge distribution, Löwdin scheme, values in e: 0.056 0.025 -0.008 -0.416 0.058 -0.144 0.178 0.074 0.076 0.099

***

Model ii:
The following is a DFT calculation (ωB97M-V/def2-TZVPD) of one molecule with the formula C2H4N4.

HOMO, eV: -9.00
LUMO level, Ha: -0.0022
Frontier orbital gap, eV: 8.94

Geometry as ORCA input:
```
! wB97M-V def2-TZVPD RIJCOSX def2/J DEFGRID3
* xyz 0 1
H 1.722 1.959 0.219
N 0.972 1.288 0.437
N -0.102 1.833 0.124
C -1.202 0.945 0.144
N -1.164 -0.269 -0.258
N 0.035 -0.738 -0.694
C 0.483 -1.830 -0.234
H -2.168 1.398 0.351
H -0.005 -2.409 0.552
H 1.430 -2.176 -0.641
*
```

Charge distribution, Löwdin scheme, values in e: 0.065 0.081 -0.046 -0.221 0.023 -0.089 -0.048 0.097 0.073 0.064

***

Which one sits at the bottom of the stability order? model i does.

***

Model i:
The following is a DFT calculation (ωB97M-V/def2-TZVPD) of C2H4N4 as an isolated structure.

HOMO, eV: -9.13
LUMO level, Ha: 0.0266
Frontier orbital gap, eV: 9.85

Geometry as ORCA input:
```
! wB97M-V def2-TZVPD RIJCOSX def2/J DEFGRID3
* xyz 0 1
C -0.094 0.868 1.854
C -0.010 0.004 -0.418
N 0.721 -0.090 2.207
N -0.690 0.100 0.829
N 0.120 -0.965 1.298
N 0.684 -1.205 -0.067
H -0.511 1.716 2.496
H -0.699 -0.062 -1.393
H 0.719 0.887 -0.784
H 0.060 -2.284 -0.415
*
```

Charge distribution, Löwdin scheme, values in e: -0.153 -0.314 0.068 -0.089 -0.136 -0.012 0.130 0.130 0.144 0.230

***

Model ii:
The following is a DFT calculation (ωB97M-V/def2-TZVPD) of one molecule with the formula C2H4N4.

HOMO, eV: -8.58
LUMO level, Ha: 0.0148
Frontier orbital gap, eV: 8.98

Geometry as ORCA input:
```
! wB97M-V def2-TZVPD RIJCOSX def2/J DEFGRID3
* xyz 0 1
N 0.693 -1.353 0.571
C 0.309 -0.129 0.128
C 0.139 0.341 -1.148
N -1.038 1.072 -1.095
N -1.426 1.231 0.098
N -0.423 0.705 1.003
H 0.327 -1.598 1.483
H 0.562 -2.074 -0.126
H 0.724 0.233 -2.052
H 0.133 1.572 1.139
*
```

Charge distribution, Löwdin scheme, values in e: 0.135 -0.400 -0.116 -0.021 -0.046 0.005 0.104 0.108 0.092 0.139

***

Which one sits at the bottom of the stability order? model i does.